# 1
C2H2Br2Cl2 as an isolated structure at a distorted geometry. Source: the Open Molecules 2025 dataset; level of theory: the ωB97M-V functional and the def2-TZVPD basis.

```
8
Properties=species:S:1:pos:R:3:forces:R:3:lowdin_charge:R:1
C 0.139154 -0.783448 -0.281476 -1.57 -0.88 0.41 -1.00
C 3.268874 -0.096353 0.478974 -0.57 1.26 0.65 -1.22
Cl 0.569688 -0.770832 1.447964 -0.38 -0.97 0.28 0.49
Cl 1.248852 -1.526146 -1.426590 0.14 -0.05 -0.16 0.48
Br 4.225122 -1.375488 -0.309405 1.61 -1.29 -0.61 0.62
Br 4.031960 1.600979 0.233743 0.17 0.25 -0.07 0.55
H -0.801692 -1.467597 -0.438984 1.45 2.25 0.57 0.07
H 0.157572 0.305768 -0.390310 -0.86 -0.57 -1.08 0.02
```
Positions in Å, forces in eV/Å.

The gap between HOMO and LUMO is 7.69 eV. The calculation puts the LUMO energy at -1.1 eV. The calculation puts the HOMO energy at -8.831 eV. For the energy, the calculation gives -167232.1761 eV.

=====

# 2
C2H2Br2FNO2 as an isolated structure at a distorted geometry. Source: the Open Molecules 2025 dataset; level of theory: the ωB97M-V functional and the def2-TZVPD basis.

```
10
Properties=species:S:1:pos:R:3:forces:R:3:lowdin_charge:R:1
C 0.155969 -0.089912 -0.233169 4.10 -0.34 1.34 -0.02
C 1.925434 0.154635 0.240097 -3.40 -0.55 0.79 -1.22
N 0.170308 -1.042292 -1.323692 -0.34 0.27 0.56 -0.48
O 0.475260 -0.495977 -2.347664 0.49 -0.14 -1.89 0.06
O -0.100526 -2.199329 -1.165942 -0.11 -0.84 0.23 0.09
F 1.820169 0.476910 1.578521 -0.02 0.44 -0.94 -0.14
Br 3.019341 -1.422200 0.256324 -0.30 0.01 -0.53 0.75
Br 2.642503 1.581668 -0.781589 0.09 0.05 0.07 0.76
H -0.393383 -0.336095 0.637755 -0.22 -0.79 0.76 0.11
H -0.186906 0.772717 -0.694522 -0.29 1.90 -0.37 0.08
```
Positions in Å, forces in eV/Å.

The gap between HOMO and LUMO is 10.63 eV. The calculation puts the LUMO energy at -0.3 eV. The calculation puts the HOMO energy at -10.977 eV. For the energy, the calculation gives -150489.6412 eV.

=====

# 3
C2H2Br3ClS as an isolated structure at a distorted geometry. Source: the Open Molecules 2025 dataset; level of theory: the ωB97M-V functional and the def2-TZVPD basis.

```
9
Properties=species:S:1:pos:R:3:forces:R:3:lowdin_charge:R:1
C -1.469158 0.996335 -0.295756 -0.11 0.08 0.20 -1.11
C 1.860043 -0.371482 0.077156 0.60 -4.01 0.73 -0.93
S -2.896035 0.211409 -0.056452 0.45 0.29 0.13 0.39
Cl -2.272347 -1.728962 -0.074698 -0.34 0.02 -0.18 0.10
Br -1.639003 2.869265 -0.025658 -0.26 -0.31 -0.17 0.56
Br 0.943248 -1.157356 -1.515157 1.28 0.37 0.76 0.49
Br 0.671812 -0.700757 1.625683 0.96 0.01 -0.24 0.50
H 1.847919 0.630737 -0.021675 -0.05 3.21 -0.61 -0.07
H 2.953524 -0.749185 0.286555 -2.52 0.34 -0.61 0.07
```
Positions in Å, forces in eV/Å.

The gap between HOMO and LUMO is 8.21 eV. The calculation puts the LUMO energy at -0.8 eV. The calculation puts the HOMO energy at -9.022 eV. For the energy, the calculation gives -235588.3714 eV.

=====

# 4
One molecule with the formula C2H2Br3N at a distorted geometry. Source: the Open Molecules 2025 dataset; level of theory: the ωB97M-V functional and the def2-TZVPD basis.

```
8
Properties=species:S:1:pos:R:3:forces:R:3:mulliken_spin:R:1
C -0.443502 -0.439384 -0.409229 3.79 0.98 0.15 0.35
C 0.557386 0.454646 0.759938 -0.93 -0.51 1.23 0.33
N -0.902059 0.174628 -1.289904 -3.45 1.79 -3.60 0.43
Br -0.529673 -2.265969 0.394064 -0.91 -4.44 2.21 0.72
Br 0.324632 2.310190 0.269522 0.42 -0.08 0.90 0.07
Br 2.346420 -0.223265 0.638495 -0.56 0.43 -0.16 0.06
H 0.124275 0.061450 1.765807 0.70 1.36 -1.79 0.00
H -1.477476 -0.072293 -2.128694 0.95 0.48 1.06 0.03
```
Positions in Å, forces in eV/Å.

Its expectation value of S² is 2.01. As for the spin multiplicity: 3. The gap between HOMO and LUMO (alpha / beta) is 5.41 / 6.01 eV. The calculation puts the LUMO energy (alpha / beta) at 0.2 / -4.0 eV. The calculation puts the HOMO energy (alpha / beta) at -5.217 / -9.973 eV. For the energy, the calculation gives -213717.3441 eV.

=====

# 5
One molecule with the formula C2H2BrCl2NO at a distorted geometry. Source: the Open Molecules 2025 dataset; level of theory: the ωB97M-V functional and the def2-TZVPD basis.

```
9
Properties=species:S:1:pos:R:3:forces:R:3:lowdin_charge:R:1
C -0.140408 -0.740179 -0.017270 2.03 2.70 0.06 -0.70
C -0.992592 0.500282 0.443754 -1.83 0.03 -2.29 -0.94
N 1.174714 -0.364120 -0.278553 1.35 1.49 0.82 -0.50
O -0.558473 -1.819975 -0.247807 -1.06 -1.04 -0.11 0.08
Cl -0.449269 1.975062 -0.623833 -0.74 -1.09 0.94 0.48
Cl -0.901411 0.948836 2.123906 -0.01 -0.31 -0.09 0.61
Br 2.224919 -1.279714 -1.445961 0.15 -0.77 -0.28 0.75
H -2.101212 0.268714 0.073292 2.44 0.62 1.16 0.12
H 1.743731 0.511096 -0.027529 -2.33 -1.63 -0.22 0.09
```
Positions in Å, forces in eV/Å.

As for the SMILES: O=C(NBr)C(Cl)Cl. The gap between HOMO and LUMO is 9.89 eV. The calculation puts the LUMO energy at 0.1 eV. The calculation puts the HOMO energy at -9.759 eV. For the energy, the calculation gives -100729.9424 eV.

=====

# 6
A 2-piece molecular cluster, C2H2BrClN2S overall at a distorted geometry. Source: the Open Molecules 2025 dataset; level of theory: the ωB97M-V functional and the def2-TZVPD basis.

```
9
Properties=species:S:1:pos:R:3:forces:R:3:mulliken_spin:R:1
C 6.265549 0.620997 -0.675994 -0.05 0.01 -0.14 0.00
C -0.120226 0.008582 0.080311 -0.59 1.50 -0.06 0.32
N 6.316571 0.711578 -1.815350 0.05 0.06 -0.69 0.00
N 1.129460 0.241859 0.083995 -0.85 -3.05 0.02 0.10
S 2.091196 1.454659 0.118112 1.05 2.79 0.04 0.84
Cl 6.181689 0.505959 0.927534 -0.05 -0.09 0.82 0.00
Br 2.179368 -1.847626 -0.004768 0.56 -1.06 -0.03 0.68
H -0.817079 0.837162 0.073978 -0.32 0.25 0.03 0.02
H -0.503438 -0.995411 0.070580 0.19 -0.42 0.00 0.04
```
Positions in Å, forces in eV/Å.

Its expectation value of S² is 2.02. As for the spin multiplicity: 3. The gap between HOMO and LUMO (alpha / beta) is 7.66 / 5.69 eV. The calculation puts the LUMO energy (alpha / beta) at -0.5 / -3.3 eV. The calculation puts the HOMO energy (alpha / beta) at -8.201 / -9.024 eV. For the energy, the calculation gives -98481.9324 eV.

=====

# 7
C2H2BrClO as an isolated structure at a distorted geometry. Source: the Open Molecules 2025 dataset; level of theory: the ωB97M-V functional and the def2-TZVPD basis.

```
7
Properties=species:S:1:pos:R:3:forces:R:3:lowdin_charge:R:1
C 0.573341 0.035438 0.730252 0.33 -1.79 -0.56 -0.47
C -0.204779 -0.176111 -0.644297 0.39 2.04 1.28 -1.03
O 1.565194 0.685915 0.744680 0.60 0.60 -0.07 0.03
Cl -1.155616 -1.625171 -0.764695 0.47 -0.10 -0.29 0.58
Br -1.407165 1.347148 -0.208220 -0.54 0.19 -0.44 0.66
H 0.254880 -0.495818 1.684969 -0.53 0.36 -1.17 0.14
H 0.374148 0.228600 -1.542689 -0.73 -1.29 1.26 0.09
```
Positions in Å, forces in eV/Å.

The gap between HOMO and LUMO is 10.50 eV. The calculation puts the LUMO energy at 0.2 eV. The calculation puts the HOMO energy at -10.285 eV. For the energy, the calculation gives -86717.7008 eV.

=====

# 8
A 2-piece molecular cluster, C2H2BrClO2 overall at a distorted geometry. Source: the Open Molecules 2025 dataset; level of theory: the ωB97M-V functional and the def2-TZVPD basis.

```
8
Properties=species:S:1:pos:R:3:forces:R:3:lowdin_charge:R:1
C 2.697578 2.917889 0.945746 1.05 0.01 -1.36 -0.51
C -0.220500 0.040313 -0.350745 -0.59 -1.17 0.14 -0.50
O 1.631756 2.742495 1.314668 -1.65 -0.23 1.45 0.11
O 3.739473 3.056138 0.472056 0.75 0.21 0.20 0.20
Cl 0.956084 3.140216 -1.632434 0.52 0.44 -0.33 -0.11
Br -0.676265 1.741817 -0.495690 -0.53 -0.73 -0.12 0.75
H -0.074176 -0.354356 0.696185 0.32 0.51 -1.60 0.02
H -0.266270 -0.597647 -1.291944 0.12 0.95 1.62 0.03
```
Positions in Å, forces in eV/Å.

The gap between HOMO and LUMO (alpha / beta) is 7.58 / 8.06 eV. The calculation puts the LUMO energy (alpha / beta) at -1.8 / -1.3 eV. The calculation puts the HOMO energy (alpha / beta) at -9.353 / -9.336 eV. For the energy, the calculation gives -88763.7939 eV.

=====

# 9
C2H2BrF2I as an isolated structure at a distorted geometry. Source: the Open Molecules 2025 dataset; level of theory: the ωB97M-V functional and the def2-TZVPD basis.

```
8
Properties=species:S:1:pos:R:3:forces:R:3:lowdin_charge:R:1
C -0.259328 -0.436381 0.988828 2.67 -3.68 -1.98 -0.42
C 1.001854 -0.480903 -0.192453 -3.79 -0.68 1.11 -1.20
F 0.115505 -1.159287 2.079183 -0.03 0.07 -0.26 -0.02
F -1.320357 -1.148955 0.425379 0.99 1.73 0.69 0.01
Br 1.778848 -2.221573 -0.050924 0.18 -0.23 -0.24 0.64
I 2.402905 1.035581 0.112830 -0.08 0.28 -0.16 0.83
H -0.371422 0.518745 1.380727 -1.35 2.04 -0.10 0.10
H 0.368865 -0.475256 -1.137735 1.41 0.46 0.93 0.05
```
Positions in Å, forces in eV/Å.

The gap between HOMO and LUMO is 10.02 eV. The calculation puts the LUMO energy at 0.0 eV. The calculation puts the HOMO energy at -9.998 eV. For the energy, the calculation gives -85683.5241 eV.

=====

# 10
A 2-piece molecular cluster, C2H2BrF3O overall at a distorted geometry. Source: the Open Molecules 2025 dataset; level of theory: the ωB97M-V functional and the def2-TZVPD basis.

```
9
Properties=species:S:1:pos:R:3:forces:R:3:mulliken_spin:R:1
C 0.527840 0.963159 0.488313 2.91 -5.35 1.99 0.60
C 0.404442 -0.659526 0.043690 0.15 -2.39 3.31 0.20
O -0.286963 1.770977 0.221581 -2.98 3.06 -1.88 0.76
F -0.211726 -0.979442 -1.057077 1.10 0.17 -0.88 0.03
F 1.582151 -1.394989 0.249705 -1.34 1.79 -1.56 0.02
F -0.341357 -1.245629 1.054926 -0.25 1.31 -0.63 0.02
Br 2.416392 1.244214 0.255719 1.12 1.13 -0.42 0.37
H -1.993423 0.366935 -0.919989 -0.29 0.25 -0.11 0.00
H -2.097356 -0.065703 -0.336867 -0.42 0.04 0.17 0.01
```
Positions in Å, forces in eV/Å.

Its expectation value of S² is 2.01. As for the spin multiplicity: 3. The gap between HOMO and LUMO (alpha / beta) is 8.79 / 6.77 eV. The calculation puts the LUMO energy (alpha / beta) at 0.6 / -4.6 eV. The calculation puts the HOMO energy (alpha / beta) at -8.143 / -11.371 eV. For the energy, the calculation gives -82343.0660 eV.

=====

# 11
C2H2BrI as an isolated structure at a distorted geometry. Source: the Open Molecules 2025 dataset; level of theory: the ωB97M-V functional and the def2-TZVPD basis.

```
6
Properties=species:S:1:pos:R:3:forces:R:3:lowdin_charge:R:1
C -0.188100 0.208156 -0.411840 -0.93 -0.90 0.71 0.08
C -2.438320 -0.454059 0.251197 1.87 0.87 -0.32 -1.25
Br -3.169021 -2.109621 0.014776 -0.10 -0.62 -0.17 0.58
I -3.787328 1.078805 -0.079398 0.12 0.08 0.00 0.71
H -0.233065 0.901608 0.441563 0.18 0.06 -0.20 -0.08
H 0.673933 -0.519641 -0.237086 -1.14 0.51 -0.03 -0.04
```
Positions in Å, forces in eV/Å.

The gap between HOMO and LUMO (alpha / beta) is 6.80 / 7.69 eV. The calculation puts the LUMO energy (alpha / beta) at -1.6 / -1.4 eV. The calculation puts the HOMO energy (alpha / beta) at -8.380 / -9.119 eV. For the energy, the calculation gives -80242.0269 eV.

=====

# 12
One molecule with the formula C2H2BrI at a distorted geometry. Source: the Open Molecules 2025 dataset; level of theory: the ωB97M-V functional and the def2-TZVPD basis.

```
6
Properties=species:S:1:pos:R:3:forces:R:3:lowdin_charge:R:1
C 0.622134 -1.404392 0.846617 0.33 -0.06 0.85 -0.41
C -1.356060 1.255278 -0.808136 -0.23 -0.95 -0.38 -1.09
Br -1.455241 3.069082 -1.035269 -0.10 0.84 0.05 0.54
I 0.344885 0.774908 0.215873 0.77 -0.93 0.25 1.17
H 0.152904 -2.086637 0.146141 -0.80 0.26 -0.58 -0.10
H 1.691378 -1.608239 0.634774 0.02 0.84 -0.20 -0.10
```
Positions in Å, forces in eV/Å.

The gap between HOMO and LUMO (alpha / beta) is 6.27 / 6.27 eV. The calculation puts the LUMO energy (alpha / beta) at -1.7 / -1.7 eV. The calculation puts the HOMO energy (alpha / beta) at -7.950 / -7.950 eV. For the energy, the calculation gives -80241.8614 eV.